*w*
Here is 2 unconnected molecules or ions with the total composition CH2N2O3 from OMol25. Energies are from ωB97M-V with the def2-TZVPD basis set.

Properties
LUMO energy   0.696 eV
Structure (SMILES)   [H]/N=[NH+]\[O-].O=C=O
E_HOMO   -10.798 eV
Charge   0

The geometry in XYZ format:
```
8
CH2N2O3 ωB97M-V with the def2-TZVPD basis set
H 1.0947 1.0387 -0.4864
N 0.9780 0.3895 0.2292
N -0.1252 -0.1392 0.3491
O -1.1435 0.0127 -0.2397
H -0.0989 -0.9375 1.0854
O -4.1407 -0.4760 -1.0719
C -3.8511 -0.0099 -0.0487
O -3.7043 0.4262 1.0274
```

---

*x*
Here is a molecular structure, CH2N2O3 from OMol25. Energies are from ωB97M-V with the def2-TZVPD basis set.

Properties
LUMO energy   0.271 eV
E_HOMO   -10.876 eV
Charge   0

The geometry in XYZ format:
```
8
CH2N2O3 ωB97M-V with the def2-TZVPD basis set
C 3.2989 2.3059 -0.4962
N 4.7413 -0.3748 -0.7314
N 4.3394 -1.3127 -0.0956
O 4.5654 -0.2052 0.7453
O 3.9668 -2.3967 0.0565
O 3.7930 2.9729 0.2665
H -0.6027 -0.2218 -0.2235
H -1.1040 0.1263 0.2574
```

---

*y*
Here is 2 unconnected molecules or ions with the total composition CH2N2O3 from OMol25. Energies are from ωB97M-V with the def2-TZVPD basis set.

Properties
LUMO energy (alpha / beta)   -1.885 / -1.371 eV
E_HOMO (alpha / beta)   -9.218 / -10.334 eV
Charge   0

The geometry in XYZ format:
```
8
CH2N2O3 ωB97M-V with the def2-TZVPD basis set
C 0.0254 0.0151 -0.3656
N 1.9261 -0.6639 0.2458
N 2.8178 0.4425 -0.0420
O 2.3927 -1.7601 0.0809
O 2.2561 1.4596 -0.1222
O 3.9391 0.1038 -0.1620
H -0.4334 -1.0341 -0.4675
H -0.2035 0.7557 0.2954
```

---

*z*
Here is CH2N2O3 in the gas phase from OMol25. Energies are from ωB97M-V with the def2-TZVPD basis set.

Properties
LUMO energy   -1.054 eV
E_HOMO   -11.210 eV
Charge   0

The geometry in XYZ format:
```
8
CH2N2O3 ωB97M-V with the def2-TZVPD basis set
N 0.6495 0.6346 0.1474
N -0.4876 1.1506 0.2358
C 0.8922 -0.7175 -0.2702
O -1.5697 0.5445 0.2518
O -0.0768 -1.6039 -0.1148
O 1.9996 -1.0006 -0.6083
H -0.9210 -1.1976 0.1845
H -0.4862 2.1899 0.1738
```

---

Short version: *w* is the most stable of them.

---

*w*
Here is a gas-phase ion, C5H7O2S (charge -1) from OMol25. Energies are from ωB97M-V with the def2-TZVPD basis set.

Properties
LUMO energy   3.960 eV
E_HOMO   -2.905 eV
Charge   -1

The geometry in XYZ format:
```
15
C5H7O2S ωB97M-V with the def2-TZVPD basis set
C 0.5379 1.2560 -2.1650
C -0.4580 0.5733 -1.6530
C -0.4348 -0.4492 0.7288
C -0.1260 -0.7620 -0.5629
C -0.1534 -1.2698 1.9328
O 1.1204 -1.4906 -2.6664
O 1.0817 -3.1948 -0.8361
S 1.2550 -1.7749 -1.1968
H 0.2946 2.1362 -2.7033
H 1.5239 0.9518 -2.1453
H -1.5739 0.7987 -1.6222
H -1.1394 0.4796 0.8095
H 0.6626 -1.9868 1.7635
H -0.9634 -1.7588 2.3868
H 0.2468 -0.5997 2.8136
```

---

*x*
Here is 2 unconnected molecules or ions with the total composition C5H7O2S from OMol25. Energies are from ωB97M-V with the def2-TZVPD basis set.

Properties
LUMO energy   3.755 eV
E_HOMO   -3.541 eV
Charge   -1

The geometry in XYZ format:
```
15
C5H7O2S ωB97M-V with the def2-TZVPD basis set
C -1.3749 -1.1404 -0.7872
C -0.0936 -1.0397 -1.1030
C 0.6959 -1.7748 -2.0037
C 0.1361 1.0111 0.7767
C 1.1920 0.1710 0.0884
O 0.8941 -1.5796 -3.1860
O 1.7907 -2.5307 -1.4010
S 2.1693 -0.8018 1.0770
H -1.6919 -0.3900 -0.0955
H -2.1165 -1.6957 -1.3655
H -0.4042 0.4017 1.4226
H -0.5625 1.6409 0.0170
H 0.7425 1.6102 1.5618
H 1.7536 0.6535 -0.7832
H 2.2671 -2.1422 -0.6481
```

---

Short version: *x* is the most stable of them.

---

*w*
Here is 2 unconnected molecules or ions with the total composition CHF2NO2 from OMol25. Energies are from ωB97M-V with the def2-TZVPD basis set.

Properties
LUMO energy (alpha / beta)   -0.171 / -0.640 eV
E_HOMO (alpha / beta)   -9.597 / -9.649 eV
Charge   0

The geometry in XYZ format:
```
7
CHF2NO2 ωB97M-V with the def2-TZVPD basis set
C 0.1298 -0.9320 -0.1169
N 2.7367 -0.1617 -0.1439
O 3.3776 -0.6792 -0.9842
O 2.7246 0.6014 0.7407
F 0.2110 -2.0496 -0.9273
F -0.5979 0.0146 -0.6935
H -0.3279 -1.0627 0.8786
```

---

*x*
Here is 2 unconnected molecules or ions with the total composition CHF2NO2 from OMol25. Energies are from ωB97M-V with the def2-TZVPD basis set.

Properties
LUMO energy (alpha / beta)   -1.664 / -2.022 eV
E_HOMO (alpha / beta)   -10.907 / -10.783 eV
Charge   0

The geometry in XYZ format:
```
7
CHF2NO2 ωB97M-V with the def2-TZVPD basis set
C -1.3464 -0.1814 0.2160
N 1.3923 0.0453 0.1232
O -2.4854 0.0537 -0.0333
O -0.3942 0.5890 -0.2946
F 2.0463 1.1683 -0.0347
F 1.6917 -0.6313 -0.9296
H -0.9044 -1.0435 0.9530
```

---

Short version: *w* is the most stable of them.

---

*w*
Here is 2 unconnected molecules or ions with the total composition C3H10N2O from OMol25. Energies are from ωB97M-V with the def2-TZVPD basis set.

Properties
LUMO energy   1.008 eV
Structure (SMILES)   C=CO.NCN
E_HOMO   -8.775 eV
Charge   0

The geometry in XYZ format:
```
16
C3H10N2O ωB97M-V with the def2-TZVPD basis set
C 2.5853 0.7719 -1.7035
C 2.1622 0.5879 -0.4511
O 2.8915 0.4917 0.6973
H 1.8684 0.6723 -2.4996
H 3.5513 1.2280 -1.8933
H 1.1146 0.6055 -0.1553
H 3.8164 0.5864 0.4432
N -2.8426 -1.4832 0.3435
C -2.2346 -0.1741 0.2435
N -0.9843 0.0178 0.9939
H -3.0788 -1.7312 1.2921
H -2.2258 -2.1823 -0.0444
H -2.9548 0.5809 0.5552
H -2.0265 -0.0465 -0.8198
H -0.6453 -0.7913 1.4790
H -0.9969 0.8662 1.5193
```

---

*x*
Here is 2 unconnected molecules or ions with the total composition C3H10N2O from OMol25. Energies are from ωB97M-V with the def2-TZVPD basis set.

Properties
LUMO energy   0.901 eV
Structure (SMILES)   C/N=C/N.CO
E_HOMO   -9.318 eV
Charge   0

The geometry in XYZ format:
```
16
C3H10N2O ωB97M-V with the def2-TZVPD basis set
C 0.5838 -1.9655 1.1071
N 0.6730 -0.6245 0.5556
C 0.6757 0.3353 1.3850
N 0.9757 1.6270 1.0578
H 1.5928 -2.3672 1.2203
H 0.0672 -2.6059 0.3913
H 0.0560 -2.0087 2.0666
H 0.3716 0.1762 2.4261
H 1.0451 1.8423 0.0800
H 0.5933 2.3435 1.6591
C -1.2697 0.8114 -2.1612
O -0.9131 -0.5251 -1.8626
H -1.1824 1.4656 -1.2911
H -0.7170 1.1648 -3.0262
H -2.3354 0.8203 -2.4008
H -0.2166 -0.4894 -1.2068
```

---

Short version: *x* is the most stable of them.